{"formula": "C36H90F4K2N2O32P6S4", "method": "ωB97M-V/def2-TZVPD", "species": ["K", "K", "N", "S", "O", "O", "F", "S", "O", "O", "F", "N", "S", "O", "O", "F", "S", "O", "O", "F", "C", "C", "O", "P", "O", "O", "C", "C", "O", "C", "C", "H", "H", "H", "H", "H", "H", "H", "H", "H", "H", "H", "H", "H", "H", "H", "C", "C", "O", "P", "O", "O", "C", "C", "O", "C", "C", "H", "H", "H", "H", "H", "H", "H", "H", "H", "H", "H", "H", "H", "H", "H", "C", "C", "O", "P", "O", "O", "C", "C", "O", "C", "C", "H", "H", "H", "H", "H", "H", "H", "H", "H", "H", "H", "H", "H", "H", "H", "C", "C", "O", "P", "O", "O", "C", "C", "O", "C", "C", "H", "H", "H", "H", "H", "H", "H", "H", "H", "H", "H", "H", "H", "H", "H", "C", "C", "O", "P", "O", "O", "C", "C", "O", "C", "C", "H", "H", "H", "H", "H", "H", "H", "H", "H", "H", "H", "H", "H", "H", "H", "C", "C", "O", "P", "O", "O", "C", "C", "O", "C", "C", "H", "H", "H", "H", "H", "H", "H", "H", "H", "H", "H", "H", "H", "H", "H"], "xyz": [[-4.383082, -1.063637, 0.212114], [-2.005282, -3.591607, 0.106944], [-4.336872, -3.442547, 1.585694], [-5.463722, -4.509657, 0.928314], [-6.470482, -3.966487, 0.031644], [-5.709892, -5.767417, 1.685314], [-4.324142, -5.138807, -0.041646], [-4.888092, -3.470457, 2.959284], [-4.242272, -4.444007, 3.869964], [-6.272032, -3.099257, 3.206844], [-4.157402, -2.123677, 3.456814], [-1.746202, -0.865137, 0.111694], [-1.000522, -0.093267, 1.433214], [-1.104022, 1.334943, 1.553054], [0.203958, -0.741887, 1.884714], [-2.110982, -0.419687, 2.578844], [-0.800002, -0.364817, -0.935476], [0.402748, -1.082227, -1.114766], [-0.806602, 1.040473, -1.394356], [-1.547012, -1.065117, -2.130726], [-7.120002, 3.650993, 0.199754], [-7.043562, 3.202303, 1.582894], [-5.879092, 3.721893, 2.265374], [-4.524792, 2.953283, 1.707564], [-4.820132, 1.737793, 0.942624], [-3.623162, 4.029173, 0.925034], [-2.677932, 3.850473, -0.173356], [-1.279912, 4.489713, -0.112126], [-3.675612, 2.668783, 3.106214], [-2.893232, 3.601953, 3.750294], [-3.625382, 4.280153, 4.933834], [-6.242992, 3.189483, -0.254076], [-8.066732, 3.496233, -0.317806], [-6.854762, 4.707953, 0.223954], [-7.730882, 3.913133, 2.041614], [-7.244452, 2.131003, 1.575974], [-2.441302, 2.809633, -0.394176], [-3.230322, 4.155943, -1.061976], [-0.890092, 4.325363, 0.892424], [-0.610562, 3.958193, -0.788566], [-1.242052, 5.578013, -0.159816], [-1.981872, 3.107833, 4.087004], [-2.573142, 4.416713, 3.100824], [-3.029042, 5.091593, 5.351014], [-4.674542, 4.439933, 4.685144], [-3.586822, 3.670223, 5.836394], [1.669228, -1.954247, 4.646214], [2.782278, -2.644887, 5.431024], [2.980678, -2.061097, 6.687444], [4.340688, -1.233627, 7.024514], [5.602768, -1.777687, 6.489934], [3.924498, 0.176593, 6.369904], [4.499928, 0.824863, 5.160054], [4.794798, 2.284933, 5.526684], [4.293568, -1.071947, 8.633874], [4.217818, 0.181233, 9.206634], [2.783788, 0.828013, 9.324314], [1.557118, -0.915277, 4.956194], [1.960838, -2.005747, 3.597204], [0.708338, -2.391547, 4.917424], [2.508238, -3.681597, 5.626564], [3.653588, -2.708757, 4.779234], [5.503018, 0.426093, 5.008784], [3.956258, 0.688913, 4.225144], [3.906028, 2.658373, 6.035344], [5.602928, 2.403543, 6.248454], [5.057408, 2.913313, 4.675644], [4.736538, 0.065723, 10.158314], [4.884208, 0.805133, 8.611014], [2.292028, 0.835293, 8.351584], [2.129348, 0.238483, 9.966394], [2.805238, 1.771773, 9.869254], [-2.053262, -7.846137, -0.415186], [-0.804912, -7.288317, 0.125844], [0.286898, -7.509827, -0.788166], [0.878548, -6.262027, -1.801676], [0.131598, -4.981347, -1.813656], [1.212348, -7.138227, -3.212216], [0.433118, -6.934437, -4.423576], [-1.121642, -7.107597, -4.071226], [2.447748, -6.017447, -1.269436], [2.731588, -5.511137, 0.046964], [1.883058, -4.247267, 0.340134], [-2.761832, -7.443927, 0.308874], [-2.353272, -7.574637, -1.427306], [-2.208982, -8.923697, -0.363026], [-0.815342, -6.269097, 0.512064], [-0.691222, -7.902037, 1.019444], [0.662688, -5.909557, -4.715156], [1.012958, -7.580537, -5.082696], [-1.646202, -7.047417, -5.024796], [-1.392852, -8.027847, -3.553836], [-1.410612, -6.386677, -3.306466], [2.694298, -6.302397, 0.795704], [3.813438, -5.378147, 0.049804], [1.877688, -3.461617, -0.415396], [0.821848, -4.436837, 0.501394], [2.234088, -3.858067, 1.295844], [2.643768, -2.743137, -3.301986], [2.664268, -2.292637, -4.764756], [2.877758, -0.798647, -4.740966], [3.195388, -0.073727, -6.161546], [2.104658, -0.200197, -7.155986], [3.634488, 1.489033, -5.763286], [3.448858, 2.548073, -6.561026], [4.226548, 2.535843, -7.943586], [4.584208, -0.695567, -6.527886], [5.783968, -0.418787, -5.744496], [6.644978, 0.273843, -6.593306], [2.136008, -1.948117, -2.755906], [2.001678, -3.596137, -3.082416], [3.673428, -2.807307, -2.950156], [3.472338, -2.772317, -5.317056], [1.694208, -2.600387, -5.155096], [2.374828, 2.652743, -6.714676], [3.556698, 3.419333, -5.914996], [5.221198, 2.918313, -7.714466], [4.298178, 1.511113, -8.308136], [3.828878, 3.298973, -8.612606], [5.592948, 0.064113, -4.786156], [6.292438, -1.353917, -5.509816], [7.658558, 0.162593, -6.208086], [6.773538, -0.145707, -7.591076], [6.599288, 1.352823, -6.445626], [2.157078, 8.871343, -0.300516], [1.781768, 8.390873, 1.222464], [2.445658, 7.217773, 1.638454], [2.333118, 6.820173, 3.222724], [1.069578, 7.177703, 3.920744], [2.646528, 5.252983, 3.174704], [1.576578, 4.358593, 2.790924], [1.943658, 3.202373, 1.790314], [3.671218, 7.434013, 3.915464], [3.938988, 7.456753, 5.323844], [4.560718, 8.786073, 5.670054], [3.136598, 8.904323, -0.777556], [1.620078, 8.170313, -0.939486], [1.790148, 9.878393, -0.498776], [2.065948, 9.126793, 1.974634], [0.694608, 8.313423, 1.235884], [1.160368, 3.928383, 3.701854], [0.797628, 4.971533, 2.337444], [2.461748, 3.542493, 0.893644], [2.694428, 2.499933, 2.152284], [1.043948, 2.667833, 1.485554], [3.001168, 7.372623, 5.872954], [4.620578, 6.668733, 5.644074], [5.537088, 9.009343, 5.239994], [3.861218, 9.563743, 5.363414], [4.628938, 8.902903, 6.751624], [-7.182562, -2.551137, -4.113116], [-6.222612, -3.733957, -4.068416], [-4.955572, -3.305697, -4.479196], [-3.825082, -2.474357, -3.505526], [-3.797322, -2.754977, -2.028406], [-2.385362, -2.734567, -4.290386], [-1.824932, -4.033897, -4.408676], [-1.598262, -4.261247, -5.910196], [-4.306192, -0.966747, -3.784446], [-3.999272, -0.407217, -5.026496], [-3.535912, 1.048473, -4.718896], [-7.214202, -2.101307, -5.105466], [-8.225572, -2.663387, -3.817086], [-6.925322, -1.613177, -3.621026], [-6.222742, -4.222207, -3.093896], [-6.470512, -4.530547, -4.769906], [-0.819682, -4.098097, -3.992216], [-2.470182, -4.851287, -4.086776], [-0.931742, -3.460077, -6.229536], [-1.219702, -5.210917, -6.288226], [-2.552932, -3.977037, -6.352836], [-3.143072, -0.849107, -5.536156], [-4.888662, -0.457797, -5.654616], [-2.524202, 1.110593, -4.318056], [-3.397452, 1.461313, -5.718136], [-4.272092, 1.755743, -4.336896]], "forces_ev_per_a": [[-0.668, 0.657, -0.056], [0.316, -0.386, -0.500], [-1.446, -1.521, -5.395], [0.041, -4.815, -2.354], [1.769, -0.104, 1.758], [-0.147, 3.961, -1.109], [-0.087, 0.567, -0.770], [0.414, 1.190, 12.116], [-1.682, 1.516, -2.421], [1.073, -1.108, -1.456], [0.127, 0.152, -0.446], [-0.488, 1.299, 5.558], [-1.321, 0.635, 4.980], [0.520, -0.709, -1.647], [-1.230, 0.180, -1.084], [0.540, -1.077, -1.395], [2.257, 2.874, -9.393], [2.083, -0.276, 1.652], [-0.261, -2.296, 2.197], [-1.629, -0.200, -0.868], [1.966, 1.021, -1.602], [-2.112, 1.802, 1.142], [2.719, -2.054, -1.537], [1.966, 1.133, 2.250], [0.074, -0.607, 0.046], [-0.282, -0.068, 0.770], [0.080, -0.785, -1.472], [-0.786, 0.301, 1.842], [-2.308, -0.946, -2.929], [0.798, 2.065, 1.452], [0.778, -1.243, 0.555], [-0.468, -0.209, -1.118], [0.203, -0.248, 0.135], [-0.401, 0.277, -0.353], [-1.044, -1.316, 0.815], [0.293, 0.105, 1.201], [-0.489, -0.360, 0.708], [0.048, 0.408, 0.033], [0.140, -0.434, 0.129], [-0.199, 0.289, -0.200], [-0.177, -0.010, -0.712], [-0.049, -0.146, 0.048], [-0.014, -0.162, -0.426], [-0.393, 0.815, -0.819], [0.221, 0.633, 0.076], [-0.440, -0.799, -0.197], [0.180, 0.056, 0.715], [-0.585, -0.746, -1.071], [1.647, 0.667, 1.835], [-0.591, -0.297, -1.184], [-0.764, 0.148, 0.434], [0.234, 0.554, -0.625], [2.190, 0.225, 1.427], [-0.973, -0.056, 0.382], [-0.950, -1.873, -2.612], [-0.133, 2.374, 0.802], [0.776, -1.402, 0.437], [0.394, 0.158, -0.191], [-0.740, 0.017, -0.087], [-0.062, -0.199, -0.596], [-0.054, -0.085, -0.021], [0.532, 0.357, 0.504], [-0.203, -0.746, -0.134], [-0.693, -0.146, 0.571], [-0.090, 0.454, -0.236], [0.107, -0.465, -0.013], [-0.279, -0.153, -0.166], [-0.433, 0.181, 0.289], [-0.219, 0.642, 0.126], [0.198, 0.537, 0.006], [0.162, -0.502, 0.004], [0.311, 0.321, -0.634], [-2.137, 0.404, -0.097], [1.041, -0.977, -0.006], [1.263, 2.444, -1.534], [2.593, -2.654, 0.870], [-0.447, -1.179, -0.388], [-0.510, 1.873, 3.343], [-0.644, 0.388, 2.091], [1.817, -0.554, -0.775], [-2.363, -1.156, -1.301], [-0.448, 0.540, -0.410], [0.574, -0.373, 0.978], [-0.821, -0.042, -0.293], [0.130, 0.490, 0.095], [0.761, -0.078, 0.147], [-0.260, 0.228, -0.497], [1.052, 0.058, 0.125], [-0.462, 0.112, -0.367], [-1.082, -0.345, -0.419], [-0.472, 0.223, 0.372], [0.574, -0.534, -0.529], [0.106, 0.550, -0.635], [-1.041, -0.129, 0.090], [-0.044, 0.882, -0.391], [0.576, -0.199, -0.087], [0.052, -0.572, 0.033], [0.111, 0.325, -0.032], [0.115, 1.219, -0.154], [-0.130, 0.364, 1.021], [-0.181, -0.388, -0.908], [-1.082, 0.967, 0.864], [1.348, 0.190, 0.665], [0.413, -5.181, 2.083], [-1.895, 2.483, -2.517], [0.095, 0.865, 2.348], [0.171, -0.527, -0.085], [-1.885, -2.505, 1.516], [4.340, 2.779, -1.103], [0.165, 0.192, 0.152], [0.502, -0.416, -0.376], [-0.219, -0.386, 0.365], [-0.073, 0.226, -0.172], [0.029, 0.769, -0.681], [-0.334, -0.259, -0.807], [1.084, 0.315, -0.304], [0.324, -0.366, -0.147], [-0.242, 0.297, -0.372], [-0.416, -0.542, -0.224], [-0.406, 0.143, -0.206], [-0.785, -0.583, 0.070], [0.389, -0.371, 0.305], [-0.679, 0.506, -0.145], [-0.711, 0.194, -1.163], [-0.890, -1.001, 0.951], [1.114, 2.213, -1.504], [0.043, -1.232, 1.378], [0.281, -0.108, 0.597], [1.131, -0.119, -0.956], [0.341, 0.197, -0.232], [-0.339, -0.767, -0.842], [0.857, 0.991, 0.383], [-0.834, -0.756, -1.459], [-0.081, 0.421, 0.434], [-0.496, 0.774, 0.180], [0.628, -0.390, 1.184], [-0.278, 0.143, -0.133], [-0.503, -0.072, 0.391], [-0.187, 0.621, -0.390], [0.054, -0.376, 0.067], [0.086, 0.026, 0.042], [-0.147, -0.130, -0.056], [-0.412, 0.609, -0.176], [-0.323, -0.152, 0.706], [-0.006, 0.057, 0.209], [-0.051, -0.188, -0.035], [-0.175, -0.406, -0.502], [-0.067, -0.345, -0.150], [0.093, 0.158, -0.172], [0.153, -0.240, 0.100], [-0.700, 1.262, -0.762], [-1.254, 0.173, 0.745], [3.982, 1.049, 1.412], [-0.824, -1.042, -0.777], [-0.301, 0.002, -1.715], [-2.818, 1.081, 1.462], [0.836, -1.615, -1.680], [-0.601, 1.572, -0.187], [1.258, -2.627, 1.545], [0.688, 2.879, -0.379], [-0.243, -0.149, -2.337], [-0.108, -0.660, -0.622], [0.092, -0.840, 0.013], [0.859, -0.486, 0.999], [0.273, 0.218, 0.264], [-0.355, 0.237, -0.155], [-0.446, 0.349, 1.000], [-0.138, 0.501, 0.638], [0.299, -0.114, -0.186], [-0.192, 0.003, 0.457], [-0.081, -0.533, -0.489], [-0.237, -0.506, 0.143], [0.065, 0.126, -0.080], [-0.381, -0.186, 0.693], [0.181, 0.170, -0.386], [0.032, -0.523, 0.793]], "mulliken_charge": [0.829, 1.035, -0.080, 0.975, -0.542, -0.577, -0.202, 0.779, -0.636, -0.611, -0.250, 0.329, 0.523, -0.271, -0.454, -0.232, 0.034, -0.435, -0.453, -0.151, -1.058, -0.273, -0.395, 0.462, 0.125, -0.407, 0.204, -0.842, -0.290, -0.095, -1.295, 0.197, 0.382, 0.325, 0.380, 0.271, -0.148, 0.391, -0.173, 0.334, 0.443, 0.310, 0.208, 0.368, 0.264, 0.332, -0.681, -0.671, -0.329, 0.764, -0.738, -0.033, -0.195, -1.269, -0.377, -0.186, -1.042, 0.222, 0.174, 0.409, 0.405, 0.363, 0.303, 0.247, 0.305, 0.366, 0.439, 0.387, 0.210, 0.238, 0.341, 0.352, -0.952, 0.262, -0.375, -0.010, 0.572, -0.443, -0.067, -0.534, -0.381, -0.554, 0.031, 0.314, 0.122, 0.339, -0.112, 0.376, 0.082, 0.349, 0.384, 0.493, -0.335, 0.283, 0.364, 0.003, -0.090, 0.235, -0.611, -0.138, -0.024, 0.498, -0.729, -0.294, -0.391, -0.950, -0.334, -0.037, -1.263, 0.258, -0.109, 0.346, 0.396, 0.061, 0.343, 0.391, 0.249, 0.272, 0.354, 0.291, 0.379, 0.494, 0.256, 0.216, -1.181, -0.196, -0.269, 0.993, -0.690, -0.350, -0.065, -0.764, -0.262, -0.114, -1.313, 0.356, 0.275, 0.364, 0.304, 0.282, 0.170, 0.254, 0.348, 0.200, 0.065, 0.357, 0.233, 0.303, 0.336, 0.379, -1.098, -0.044, -0.263, -0.874, 0.629, 0.197, 0.716, -1.651, -0.157, -0.114, -1.383, 0.344, 0.410, 0.222, 0.140, 0.296, -0.310, 0.307, 0.350, 0.400, 0.350, 0.119, 0.368, 0.302, 0.478, 0.341], "spin_multiplicity": 1, "charge": 0, "lumo_energy_ev": -0.1021, "e_above_lowest_kcal_mol": 188.10, "energy_ev": -249895.9470, "fmax_ev_per_a": 12.2}